1.
34
Properties=species:S:1:pos:R:3 method="wB97M-V/def2-TZVPD" orbital_gap_ev=9.548 smiles="CCOC(=O)[C@H]1CN(Cc2ccccc2)C(=O)C1=O" e_tot_ev=-24442.04492 relative_energy_kcal_mol=6.6 e_homo_ha=-0.348 spin_multiplicity=1 total_charge=0 lumo_ev=0.1
C -0.89201 -2.83022 1.02740
C 0.58178 -2.77995 0.67574
O 0.88139 -1.47861 0.15556
C 1.98302 -1.36073 -0.57740
O 2.73110 -2.25510 -0.85446
C 2.17946 0.08928 -1.01717
C 0.90064 0.72612 -1.56602
N 0.41836 1.57946 -0.50849
C -0.89761 2.17584 -0.57680
C -1.96602 1.14528 -0.31285
C -2.25753 0.77878 0.99505
C -3.21556 -0.18519 1.25193
C -3.88192 -0.79990 0.20431
C -3.58856 -0.44604 -1.10117
C -2.63381 0.52328 -1.35867
C 1.22651 1.69654 0.56295
O 1.00744 2.34104 1.56264
C 2.48139 0.88266 0.25372
O 3.49590 0.85745 0.88491
H -1.50102 -2.66220 0.14277
H -1.13150 -3.80345 1.44523
H -1.12730 -2.05979 1.75602
H 1.20571 -2.94499 1.56037
H 0.84578 -3.52866 -0.07859
H 3.02299 0.11315 -1.70792
H 1.11354 1.32074 -2.46341
H 0.14112 -0.02196 -1.81629
H -1.02879 2.62949 -1.56418
H -0.92394 2.95385 0.19084
H -1.73024 1.25612 1.80755
H -3.44640 -0.45724 2.27127
H -4.62950 -1.55268 0.40554
H -4.10537 -0.92258 -1.92129
H -2.41666 0.80592 -2.37968

2.
12
Properties=species:S:1:pos:R:3 method="wB97M-V/def2-TZVPD" orbital_gap_ev=10.601 smiles="O=C[C@@H]1C[C@@H]1O" e_tot_ev=-8338.33338 relative_energy_kcal_mol=49.1 e_homo_ha=-0.359 spin_multiplicity=1 total_charge=0 lumo_ev=0.8
O 0.64726 0.57189 2.40158
C 0.56905 -0.06281 1.37791
C -0.66962 -0.16840 0.53058
C -0.45988 -0.85862 -0.80211
C -0.37594 0.63951 -0.70690
O 0.83551 1.33807 -0.57166
H 1.43919 -0.65353 0.99677
H -1.61005 -0.18832 1.08160
H -1.31060 -1.30226 -1.32745
H 0.46117 -1.43066 -0.92597
H -1.14411 1.25142 -1.17972
H 1.61800 0.86371 -0.87465

3.
64
Properties=species:S:1:pos:R:3 method="wB97M-V/def2-TZVPD" orbital_gap_ev=8.315 e_tot_ev=-49723.24810 e_homo_ha=-0.208 spin_multiplicity=1 total_charge=-1 lumo_ev=2.7
N 1.84908 21.50860 -13.93357
O 2.98367 21.35920 -14.47985
O 1.69739 21.20631 -12.73003
O 0.87059 21.90432 -14.60896
C -0.01179 24.96436 -12.98330
O -0.43246 23.82352 -12.89400
N -0.63688 25.92953 -13.70522
N 1.11782 25.40469 -12.30660
H -1.48751 25.70304 -14.18323
H -0.23081 26.84080 -13.79908
H 1.60514 24.78117 -11.69197
H 1.35483 26.37525 -12.34375
C 4.67714 22.21101 -10.43886
O 3.87505 22.50166 -9.54031
N 5.99525 22.59333 -10.35658
N 4.36182 21.46605 -11.51921
H 6.62224 22.19019 -11.02409
H 6.29647 23.16181 -9.59323
H 5.09181 21.24143 -12.16797
H 3.40803 21.28208 -11.80008
C 0.58609 24.00169 -17.71139
O 0.43251 24.99433 -18.44023
N 0.92954 22.78008 -18.16656
N 0.33156 24.05811 -16.37124
H 0.96581 22.62374 -19.15292
H 1.09524 22.06590 -17.47575
H 0.02995 24.91493 -15.95710
H 0.32147 23.19479 -15.84027
C 4.58037 18.04467 -13.82603
O 5.30351 17.03798 -13.82019
N 5.00965 19.27612 -14.21506
N 3.28736 18.00896 -13.42264
H 5.90003 19.37573 -14.66055
H 4.29428 19.97529 -14.37555
H 2.73692 18.84906 -13.32522
H 2.86360 17.13788 -13.17510
C 1.63090 18.65191 -10.27277
O 0.49244 18.88934 -10.65678
N 2.10446 17.35937 -10.19522
N 2.48163 19.58957 -9.78229
H 2.89045 17.17755 -9.59770
H 1.42552 16.62142 -10.22714
H 3.41788 19.29247 -9.59337
H 2.20751 20.55763 -9.79075
N 3.84130 24.13843 -14.60001
C 5.14248 23.98771 -14.20240
C 5.65295 25.25543 -13.99639
C 4.69933 26.17357 -14.46194
C 3.56836 25.45747 -14.79991
H 3.24478 23.39235 -14.93298
H 5.53685 23.00009 -14.03838
H 6.61044 25.49038 -13.55875
H 4.74450 27.25181 -14.45576
H 2.58888 25.76936 -15.12004
N 5.10714 18.72296 -18.90722
C 5.06216 19.92318 -19.55273
C 4.20850 20.76873 -18.87017
C 3.70528 19.98750 -17.78677
C 4.27658 18.75264 -17.82192
H 5.56158 17.90803 -19.27164
H 5.55682 19.98267 -20.51028
H 3.92433 21.76683 -19.15203
H 2.88740 20.21584 -17.11921
H 4.09362 17.85256 -17.25898

4.
8
Properties=species:S:1:pos:R:3 method="wB97M-V/def2-TZVPD" orbital_gap_ev="8.828 / 9.144" e_tot_ev=-80297.30708 relative_energy_kcal_mol=95.6 e_homo_ha="-0.311 / -0.328" spin_multiplicity=1 total_charge=0 lumo_ev="0.4 / 0.2"
C 0.89756 -0.91752 -0.17132
C -0.83074 1.06247 0.13045
F 2.05794 -0.43997 0.18383
F 0.27484 -1.64210 0.82642
F -0.40354 1.90525 -0.85034
Br -2.48341 0.20739 -0.10264
H 0.82598 -1.46563 -1.13454
H -0.33863 1.29013 1.11815